# 1
C3H3N3 | ωB97M-V with the def2-TZVPD basis set

ΔE to the lowest compared entry with this formula, charge and spin: 2.4033 eV
Gap between HOMO and LUMO: 10.841 eV
Net charge: 0
DFT total energy: -280.2925 hartree
Spin multiplicity: 1
E_HOMO: -10.93 eV

Last column: natural (NBO) charge in e.
Geometry (Å):
C  -0.641  -1.323  0.169  0.223
C  -1.211  1.243  0.019  0.171
C  0.104  -0.093  0.475  -0.038
N  -1.201  -2.234  -0.276  -0.246
N  -1.896  2.143  -0.132  -0.384
N  1.255  -0.001  -0.389  -0.807
H  0.317  0.217  1.470  0.263
H  1.153  -0.211  -1.374  0.414
H  2.121  0.259  0.038  0.406

=====

# 2
C6H14NO | ωB97M-V with the def2-TZVPD basis set

<S²>: 0.76
ΔE to the lowest compared entry with this formula, charge and spin: 4.1089 eV
Gap between HOMO and LUMO (alpha / beta): 8.906 / 5.724 eV
Net charge: 0
DFT total energy: -366.7789 hartree
Spin multiplicity: 2
E_HOMO (alpha / beta): -8.31 / -8.29 eV

Last column: natural (NBO) charge in e.
Geometry (Å):
C  -1.311  -0.798  -0.268  -0.410
C  -1.689  -0.081  -1.585  -0.414
C  -0.346  0.316  -1.028  -0.093
C  0.788  -0.340  -1.716  -0.592
C  0.372  2.185  0.644  -0.426
C  -0.438  1.665  -0.335  -0.200
N  0.961  -0.135  2.543  -1.026
H  -1.681  -0.531  0.718  0.208
H  -1.222  -1.921  -0.372  0.213
H  -1.707  -0.845  -2.316  0.206
H  -2.594  0.519  -1.576  0.214
H  1.177  -1.138  -1.064  0.246
H  0.524  -0.702  -2.716  0.215
H  0.929  1.483  1.441  0.268
H  0.218  3.263  0.731  0.195
H  -1.346  2.294  -0.630  0.197
H  0.101  -0.259  3.082  0.357
H  0.870  -0.762  1.728  0.380
H  1.669  -0.503  3.157  0.356
H  1.561  0.480  -1.852  0.225
H  1.880  -2.456  0.873  0.445
O  1.283  -1.735  0.540  -0.563